A.
The following is a quantum chemistry calculation of a 2-piece molecular cluster, C4H12OS overall, from the Open Molecules 2025 dataset.

Positions of all 18 atoms, in Å:
C  1.659  0.962  -1.074
C  0.898  1.051  0.280
C  -0.412  0.266  0.235
C  -1.307  0.436  1.468
S  -2.658  -0.801  1.408
H  2.328  1.778  -1.252
H  2.062  -0.051  -1.035
H  0.874  1.050  -1.855
H  0.740  2.111  0.526
H  1.551  0.672  1.075
H  -0.050  -0.763  0.181
H  -0.990  0.431  -0.672
H  -1.773  1.415  1.456
H  -0.657  0.204  2.324
H  -1.969  -1.763  0.746
H  -0.227  -2.934  -0.759
H  0.350  -1.752  -1.568
O  -0.418  -2.310  -1.484

Results
SMILES string: CCCCS.O
HOMO-LUMO gap: 9.61 eV
LUMO: 0.69 eV


B.
The following is a quantum chemistry calculation of a 2-piece molecular cluster, C4H12OS overall, from the Open Molecules 2025 dataset.

Positions of all 18 atoms, in Å:
C  -1.683  -0.621  -1.259
C  -0.769  0.044  -0.253
C  -0.482  1.518  -0.469
S  1.251  2.002  -0.428
C  1.826  1.359  1.176
H  -1.894  -1.667  -1.050
H  -2.664  -0.115  -1.241
H  -1.329  -0.447  -2.279
H  0.174  -0.507  -0.173
H  -1.121  -0.136  0.778
H  -1.144  2.181  0.083
H  -0.751  1.789  -1.486
H  2.130  2.215  1.761
H  1.092  0.728  1.690
H  2.748  0.779  1.003
H  1.388  -2.975  0.114
H  0.697  -3.185  1.483
O  0.531  -2.961  0.552

Results
SMILES string: CCCSC.O
HOMO-LUMO gap: 8.96 eV
LUMO: 0.65 eV


C.
The following is a quantum chemistry calculation of a 2-piece molecular cluster, C4H12OS overall, from the Open Molecules 2025 dataset.

Positions of all 18 atoms, in Å:
C  0.650  -2.330  2.214
S  2.033  -1.137  2.078
C  1.746  -0.457  0.420
H  1.019  -3.245  2.650
H  -0.151  -1.859  2.778
H  0.288  -2.537  1.211
H  2.592  0.216  0.345
H  0.799  0.062  0.352
H  1.801  -1.220  -0.351
C  -0.803  1.669  -0.995
O  -1.274  1.031  0.163
C  -1.569  1.104  -2.201
H  0.271  1.559  -1.102
H  -0.932  2.755  -1.025
H  -1.155  1.548  0.963
H  -2.386  0.488  -1.834
H  -0.900  0.513  -2.827
H  -2.029  1.840  -2.840

Results
SMILES string: CCO.CSC
HOMO-LUMO gap: 9.17 eV
LUMO: 0.82 eV


Relative energies in eV: A 0.057; B 0.000; C 0.382


A.
The following is a quantum chemistry calculation of an isolated ion of composition C5H10N2 and charge +2, from the Open Molecules 2025 dataset.

Positions of all 17 atoms, in Å:
C  -0.783  -1.231  0.240
C  -0.098  0.822  -0.068
C  0.701  -1.254  0.058
C  -2.497  0.628  -0.076
C  2.378  0.525  0.006
N  -1.201  0.023  -0.020
N  1.037  0.137  0.005
H  -1.275  -2.168  0.462
H  -2.937  0.232  0.783
H  1.182  -2.010  0.789
H  0.820  -1.862  -0.858
H  -2.944  0.318  -1.004
H  -2.524  1.705  -0.020
H  -0.234  1.965  -0.109
H  2.436  1.472  0.644
H  2.798  0.858  -0.949
H  3.140  -0.160  0.118

Results
SMILES string: C[N+]1=CC[N+](C)=C1
HOMO-LUMO gap: 9.46 eV
LUMO: -11.19 eV
net charge: +2


B.
The following is a quantum chemistry calculation of a 2-piece molecular cluster, C5H10N2 overall, from the Open Molecules 2025 dataset.

Positions of all 17 atoms, in Å:
C  3.446  -0.281  -0.453
C  -1.341  -1.481  -0.812
C  1.236  0.437  0.460
C  0.090  0.867  1.155
C  -3.168  0.107  -0.293
N  2.229  0.157  -0.020
N  -2.190  -0.728  -0.645
H  3.622  -1.306  -0.228
H  3.476  -0.142  -1.581
H  -0.816  -2.074  -1.444
H  4.241  0.324  0.130
H  -0.469  0.075  1.351
H  0.402  1.346  2.110
H  -0.458  1.676  0.568
H  -4.126  0.131  -0.946
H  -2.810  1.118  -0.097
H  -3.364  -0.227  0.745

Results
HOMO-LUMO gap: 11.50 eV
LUMO: -9.12 eV
net charge: +2


C.
The following is a quantum chemistry calculation of an isolated ion of composition C5H10N2 and charge +2, from the Open Molecules 2025 dataset.

Positions of all 17 atoms, in Å:
C  1.958  0.236  -0.083
C  1.398  -1.064  -0.208
C  -0.172  1.337  0.037
C  -0.102  -1.018  0.352
C  -2.233  0.096  -0.225
N  1.284  1.310  0.162
N  -0.887  0.267  0.041
H  2.984  0.329  -0.107
H  1.293  -1.532  -1.209
H  -0.410  2.374  -0.076
H  -0.149  -1.022  1.517
H  -0.819  -1.777  -0.097
H  2.082  -1.814  0.290
H  -2.429  -0.687  -1.056
H  -2.695  -0.378  0.814
H  -2.761  1.042  -0.243
H  1.657  2.300  0.091

Results
SMILES string: C[N+]1=C[NH+]=CCC1
HOMO-LUMO gap: 9.68 eV
LUMO: -10.92 eV
net charge: +2


Relative energies in eV: A 0.257; B 0.807; C 0.000


A.
The following is a quantum chemistry calculation of a single H3N3O molecule, from the Open Molecules 2025 dataset.

Positions of all 7 atoms, in Å:
N  0.188  1.203  0.058
N  -0.777  -0.699  0.158
N  0.363  -0.028  0.056
O  1.416  -0.652  0.035
H  1.136  1.617  -0.129
H  -1.471  -0.019  0.384
H  -0.854  -1.422  -0.564

Results
SMILES string: [H]/N=[N+](/N)[O-]
HOMO-LUMO gap: 10.93 eV
LUMO: 0.85 eV


B.
The following is a quantum chemistry calculation of a 2-piece molecular cluster, H3N3O overall, from the Open Molecules 2025 dataset.

Positions of all 7 atoms, in Å:
N  1.820  1.106  0.221
N  -1.605  0.193  -0.095
N  2.101  0.083  -0.090
O  2.142  -1.052  -0.327
H  -1.803  0.249  0.885
H  -0.614  0.028  -0.112
H  -2.040  -0.607  -0.481

Results
SMILES string: N#[N+][O-].N
HOMO-LUMO gap: 11.08 eV
LUMO: 0.79 eV


C.
The following is a quantum chemistry calculation of a 2-piece molecular cluster, H3N3O overall, from the Open Molecules 2025 dataset.

Positions of all 7 atoms, in Å:
N  -0.941  1.455  0.935
N  0.792  -0.409  -0.854
N  -1.380  0.546  1.360
O  -1.848  -0.405  1.796
H  1.372  0.478  -0.973
H  0.625  -0.516  -1.868
H  1.381  -1.149  -0.396

Results
SMILES string: N#[N+][O-].N
HOMO-LUMO gap: 11.43 eV
LUMO: 1.11 eV


Relative energies in eV: A 1.366; B 0.000; C 0.057


A.
The following is a quantum chemistry calculation of a 2-piece molecular cluster, H3N3O overall, from the Open Molecules 2025 dataset.

Positions of all 7 atoms, in Å:
N  -0.425  1.399  0.100
N  1.353  -0.806  -0.361
N  -0.703  0.271  -0.216
O  -1.557  -0.527  -0.165
H  -1.189  1.902  0.376
H  1.092  -1.815  -0.291
H  1.429  -0.425  0.557

Results
HOMO-LUMO gap (alpha / beta): 9.30 / 10.02 eV
LUMO (alpha / beta): -0.39 / -0.75 eV


B.
The following is a quantum chemistry calculation of a single H3N3O molecule, from the Open Molecules 2025 dataset.

Positions of all 7 atoms, in Å:
N  -0.528  -1.330  -0.025
N  0.419  0.612  -0.105
N  -0.763  0.033  -0.106
O  -1.776  0.710  0.016
H  -1.243  -1.933  0.314
H  1.213  -0.087  -0.059
H  0.332  1.605  -0.495

Results
SMILES string: [H]/N=[N+](/N)[O-]
HOMO-LUMO gap: 10.17 eV
LUMO: 0.57 eV


Relative energies in eV: A 1.695; B 0.000


A.
The following is a quantum chemistry calculation of a 2-piece molecular cluster, H3IN2 overall, from the Open Molecules 2025 dataset.

Positions of all 6 atoms, in Å:
N  -0.694  -0.212  -0.514
N  0.164  0.712  -0.882
I  1.387  0.217  -2.398
H  -1.308  0.060  0.240
H  -0.602  -1.197  -0.730
H  2.076  0.819  0.635

Results
HOMO-LUMO gap (alpha / beta): 7.45 / 9.65 eV
LUMO (alpha / beta): -0.31 / 0.22 eV


B.
The following is a quantum chemistry calculation of H3IN2 as an isolated structure, from the Open Molecules 2025 dataset.

Positions of all 6 atoms, in Å:
N  0.801  0.083  -0.245
N  -0.301  -0.616  -0.253
I  -2.514  0.805  0.462
H  1.080  0.532  -1.083
H  1.142  0.455  0.670
H  -0.208  -1.260  0.450

Results
HOMO-LUMO gap (alpha / beta): 7.06 / 7.06 eV
LUMO (alpha / beta): -1.58 / -1.58 eV


Relative energies in eV: A 2.833; B 0.000


A.
The following is a quantum chemistry calculation of a 2-piece molecular cluster, C2H3ClF2O overall, from the Open Molecules 2025 dataset.

Positions of all 9 atoms, in Å:
C  -0.711  -0.466  -0.219
C  2.604  0.402  0.422
O  0.391  -1.109  -0.152
F  -1.090  0.153  0.998
F  2.287  1.323  -0.456
Cl  3.826  -0.648  0.065
H  -1.579  -1.130  -0.451
H  -0.747  0.369  -0.957
H  2.071  0.417  1.358

Results
HOMO-LUMO gap (alpha / beta): 11.15 / 5.82 eV
LUMO (alpha / beta): 0.03 / -2.26 eV


B.
The following is a quantum chemistry calculation of C2H3ClF2O as an isolated structure, from the Open Molecules 2025 dataset.

Positions of all 9 atoms, in Å:
C  -0.254  1.465  0.312
C  -0.002  -0.137  0.137
H  1.079  1.724  -1.283
H  -0.459  1.649  1.553
H  -1.150  1.665  -0.403
O  1.297  1.968  -0.107
F  0.978  -0.106  -0.980
F  0.583  -0.406  1.216
Cl  -1.316  -1.420  -0.226

Results
HOMO-LUMO gap: 11.30 eV
LUMO: 0.51 eV


Relative energies in eV: A 0.065; B 0.000